# 1
Density functional theory data (the ωB97M-V functional and the def2-TZVPD basis) for 19 unconnected molecules or ions with the total composition C73H192N8O27.

Computed properties:
- E_LUMO: 0.5 eV
- Multiplicity: 1
- HOMO energy: -8.536 eV
- HOMO-LUMO gap: 8.99 eV

Atoms and positions in Å:
C 12.445 11.713 15.540
C 13.723 12.534 15.623
C 14.752 12.198 16.680
O 14.312 12.465 14.321
H 11.685 12.138 14.857
H 11.911 11.675 16.477
H 12.786 10.735 15.254
H 13.357 13.574 15.821
H 14.206 11.951 17.625
H 15.538 12.939 16.814
H 15.231 11.301 16.350
H 15.194 12.890 14.387
C 16.145 17.527 24.610
C 16.775 17.893 23.269
C 18.228 18.230 23.369
O 16.632 16.793 22.399
H 16.710 16.787 25.194
H 15.105 17.215 24.449
H 16.077 18.427 25.270
H 16.236 18.778 22.864
H 18.743 18.638 22.503
H 18.736 17.316 23.689
H 18.375 19.062 24.078
H 15.734 16.456 22.310
C 25.854 10.819 18.164
C 25.874 11.424 19.577
C 24.455 11.440 20.129
O 26.648 10.614 20.422
H 26.845 10.785 17.745
H 25.204 11.414 17.519
H 25.432 9.846 18.286
H 26.293 12.452 19.581
H 24.269 11.684 21.161
H 24.008 10.463 19.998
H 23.797 12.117 19.590
H 27.546 10.924 20.571
C 14.827 16.684 11.754
O 15.640 16.130 12.755
C 15.012 16.017 13.976
C 16.028 15.555 14.927
N 16.624 14.252 14.638
C 17.743 14.076 15.543
C 18.337 12.686 15.253
O 18.789 12.559 13.965
C 19.405 11.387 13.597
H 13.817 16.237 11.680
H 15.325 16.553 10.832
H 14.578 17.751 12.025
H 14.164 15.368 13.856
H 14.666 16.983 14.276
H 15.626 15.528 15.949
H 16.810 16.317 14.989
H 16.994 14.277 13.690
H 17.272 14.171 16.519
H 18.541 14.863 15.425
H 17.543 11.945 15.388
H 19.164 12.437 15.961
H 20.250 11.110 14.294
H 19.759 11.413 12.589
H 18.667 10.565 13.574
C 16.683 16.996 18.930
O 15.457 17.751 18.898
C 14.948 17.994 17.607
C 13.783 18.929 17.611
N 12.614 18.328 18.264
C 11.342 19.002 18.047
C 10.140 18.275 18.579
O 10.274 18.319 19.989
C 9.157 17.654 20.619
H 17.410 17.388 18.222
H 16.524 15.917 18.669
H 17.151 17.051 19.947
H 14.704 17.045 17.127
H 15.805 18.494 17.023
H 13.577 19.184 16.586
H 14.083 19.926 18.039
H 12.811 18.269 19.253
H 11.209 19.025 16.967
H 11.377 20.054 18.363
H 10.073 17.250 18.207
H 9.238 18.828 18.289
H 9.335 17.685 21.715
H 9.178 16.583 20.316
H 8.205 18.080 20.347
C 18.263 14.305 26.072
O 17.432 13.676 25.148
C 16.406 12.875 25.660
C 15.396 12.744 24.564
N 14.827 14.028 24.146
C 13.779 13.861 23.165
C 13.224 15.222 22.759
O 14.122 16.061 22.090
C 13.477 17.270 21.683
H 18.672 13.518 26.689
H 17.623 14.990 26.641
H 19.178 14.717 25.620
H 16.011 13.280 26.582
H 16.859 11.913 25.806
H 14.535 12.158 24.952
H 15.857 12.242 23.703
H 15.648 14.538 23.831
H 12.931 13.399 23.706
H 14.026 13.208 22.321
H 12.869 15.647 23.709
H 12.408 15.077 22.059
H 12.880 17.733 22.485
H 12.858 17.052 20.808
H 14.293 17.923 21.397
C 27.613 15.354 27.741
O 28.093 14.800 26.566
C 27.901 13.381 26.544
C 28.332 12.932 25.144
N 27.347 13.418 24.137
C 27.843 13.259 22.726
C 26.947 14.001 21.776
O 26.759 15.307 22.057
C 25.843 15.909 21.066
H 26.540 15.205 27.812
H 27.934 16.439 27.728
H 28.142 14.873 28.559
H 26.844 13.071 26.660
H 28.464 12.835 27.323
H 28.375 11.844 25.160
H 29.349 13.306 24.996
H 27.350 14.407 24.262
H 27.878 12.184 22.438
H 28.857 13.519 22.612
H 25.986 13.437 21.817
H 27.356 13.943 20.752
H 26.331 15.880 20.085
H 25.610 16.935 21.389
H 24.875 15.405 20.962
C 26.338 20.765 18.499
O 25.479 20.429 19.571
C 26.156 19.946 20.708
C 25.191 19.520 21.812
N 24.096 18.757 21.151
C 23.075 18.481 22.097
C 21.904 17.842 21.428
O 21.417 18.710 20.449
C 20.404 18.097 19.662
H 26.850 21.708 18.776
H 25.735 20.858 17.600
H 27.149 19.982 18.383
H 26.881 20.642 21.082
H 26.717 19.074 20.376
H 24.859 20.327 22.499
H 25.753 18.789 22.526
H 23.820 19.354 20.408
H 22.780 19.393 22.589
H 23.505 17.764 22.759
H 21.112 17.585 22.163
H 22.194 16.826 21.009
H 19.596 17.623 20.229
H 20.847 17.369 18.953
H 19.958 18.861 19.057
C 20.397 17.014 16.007
O 20.731 16.380 14.782
C 21.220 15.064 14.924
C 21.819 14.629 13.634
N 23.273 15.021 13.487
C 23.470 16.442 13.577
C 24.963 16.705 13.411
O 25.655 15.959 14.409
C 27.047 16.102 14.352
H 20.010 17.997 15.826
H 21.342 17.139 16.556
H 19.802 16.456 16.719
H 20.506 14.331 15.327
H 22.029 15.071 15.696
H 21.254 15.039 12.787
H 21.755 13.558 13.503
H 23.802 14.556 14.206
H 23.134 16.904 14.517
H 22.932 16.928 12.758
H 25.178 17.818 13.533
H 25.340 16.308 12.401
H 27.439 17.124 14.368
H 27.451 15.553 13.508
H 27.464 15.543 15.182
C 24.630 26.717 17.602
O 23.708 25.827 16.947
C 22.603 25.533 17.794
C 21.588 24.589 17.105
N 21.984 23.259 16.738
C 22.167 22.331 17.776
C 22.357 20.966 17.267
O 23.506 20.859 16.415
C 23.754 19.465 16.241
H 25.135 26.131 18.446
H 24.100 27.576 18.069
H 25.413 26.928 16.863
H 22.095 26.492 17.990
H 23.034 25.202 18.704
H 21.300 25.128 16.201
H 20.716 24.512 17.793
H 22.791 23.361 16.173
H 21.216 22.210 18.350
H 22.902 22.611 18.514
H 21.494 20.654 16.664
H 22.585 20.321 18.145
H 24.623 19.338 15.631
H 22.911 18.984 15.692
H 23.904 18.957 17.175
C 21.440 13.930 23.490
O 22.405 14.927 23.818
C 23.596 14.387 24.311
C 24.478 15.558 24.761
N 23.769 16.322 25.757
C 24.571 17.429 26.144
C 24.382 17.909 27.547
O 25.474 18.675 27.952
C 25.271 19.117 29.271
H 21.710 13.311 22.671
H 20.518 14.393 23.182
H 21.291 13.306 24.349
H 24.123 13.807 23.545
H 23.452 13.665 25.095
H 24.664 16.121 23.861
H 25.420 15.199 25.149
H 22.833 16.572 25.359
H 24.547 18.312 25.523
H 25.663 17.159 26.136
H 24.147 17.046 28.211
H 23.498 18.558 27.545
H 24.458 19.873 29.236
H 26.200 19.608 29.643
H 25.039 18.341 29.999
C 17.298 20.627 19.885
C 15.879 21.062 20.265
O 15.997 21.763 21.494
H 17.890 21.522 19.733
H 17.242 20.076 18.927
H 17.754 20.063 20.687
H 15.241 20.138 20.283
H 15.544 21.706 19.464
H 15.116 22.089 21.705
C 24.576 16.360 17.870
C 24.679 14.837 18.046
O 25.609 14.423 17.039
H 23.695 16.682 18.446
H 24.443 16.573 16.784
H 25.494 16.780 18.297
H 23.695 14.299 17.868
H 24.982 14.509 19.031
H 25.699 15.157 16.434
C 20.110 10.129 22.815
C 21.475 10.269 22.144
O 21.478 11.211 21.086
H 20.057 9.397 23.628
H 19.275 9.859 22.168
H 19.892 11.094 23.290
H 21.863 9.304 21.756
H 22.219 10.551 22.918
H 21.152 10.814 20.260
C 11.997 14.798 18.355
C 13.477 14.615 18.681
O 13.706 13.443 19.378
H 11.756 13.989 17.689
H 11.855 15.795 17.951
H 11.503 14.699 19.341
H 13.838 15.465 19.298
H 14.070 14.671 17.750
H 14.523 13.063 19.061
C 18.091 10.222 17.716
C 19.131 9.771 18.744
O 20.385 10.430 18.441
H 17.160 9.677 17.696
H 18.477 10.193 16.705
H 17.809 11.259 18.009
H 19.349 8.725 18.796
H 18.799 9.963 19.799
H 20.801 9.904 17.706
C 22.657 11.752 16.465
C 22.734 10.484 15.754
O 21.860 9.485 16.258
H 23.490 12.406 16.171
H 22.726 11.641 17.544
H 21.731 12.320 16.219
H 23.715 10.051 15.777
H 22.557 10.620 14.684
H 22.223 8.638 16.005
C 21.577 14.467 19.887
C 20.507 14.032 18.894
O 19.483 14.967 18.662
H 22.366 13.756 20.038
H 21.173 14.703 20.869
H 22.033 15.415 19.552
H 20.148 13.034 19.164
H 20.915 13.882 17.855
H 19.083 15.173 19.534
C 17.253 13.240 20.678
C 18.313 13.658 21.630
O 18.702 14.976 21.455
H 17.614 13.435 19.700
H 16.349 13.802 20.851
H 17.219 12.155 20.747
H 19.224 13.033 21.417
H 18.056 13.459 22.686
H 17.978 15.523 21.734

Mulliken atomic charge list, values in e, 5 entries: atom 1 (C): -1.85, atom 2 (C): 1.39, atom 3 (C): -0.58, atom 4 (O): -0.70, atom 5 (H): 0.35

# 2
Density functional theory data (the ωB97M-V functional and the def2-TZVPD basis) for 2 unconnected molecules or ions with the total composition C4H6IN.

Computed properties:
- E_LUMO: 0.1 eV
- Multiplicity: 1
- HOMO energy: -8.866 eV
- SMILES: C1=CN=1.CCI
- HOMO-LUMO gap: 8.93 eV

Atoms and positions in Å:
C -1.606 2.139 0.978
C -2.418 2.924 0.135
N -1.089 3.016 0.141
H -3.171 3.455 -0.420
C 1.671 -1.756 -0.405
C 0.547 -1.105 0.363
I -1.174 -0.437 -0.880
H 2.233 -1.154 -1.125
H 1.595 -2.787 -0.886
H 2.513 -2.065 0.312
H 0.725 -0.240 0.877
H 0.174 -1.991 0.910

Mulliken atomic charge list, values in e, 5 entries: atom 1 (C): -0.40, atom 2 (C): 0.20, atom 3 (N): -0.20, atom 4 (H): 0.36, atom 5 (C): -0.96

# 3
Density functional theory data (the ωB97M-V functional and the def2-TZVPD basis) for a molecular structure, C2H4LiOTl.

Computed properties:
- E_LUMO (alpha / beta): -5.1 / -5.1 eV
- Expectation value of S²: 0.751
- Multiplicity: 2
- Net charge: +1
- HOMO energy (alpha / beta): -12.570 / -12.868 eV
- HOMO-LUMO gap (alpha / beta): 7.43 / 7.72 eV

Atoms and positions in Å:
O 0.513 -0.818 0.565
Li 0.937 -2.487 -0.066
C -0.683 -0.302 0.846
C -1.154 0.864 0.371
H -1.304 -0.901 1.528
H -0.554 1.494 -0.293
H -3.133 1.209 -1.431
Tl 2.317 -0.124 0.679
H -2.110 1.247 0.729

Mulliken atomic charge list, values in e, 5 entries: atom 1 (O): -0.59, atom 2 (Li): 0.89, atom 3 (C): 0.32, atom 4 (C): -0.90, atom 5 (H): 0.31

# 4
Density functional theory data (the ωB97M-V functional and the def2-TZVPD basis) for a molecular structure, C28H61NNbO10.

Computed properties:
- E_LUMO: 1.9 eV
- Multiplicity: 1
- Net charge: -1
- HOMO energy: -3.613 eV
- HOMO-LUMO gap: 5.50 eV

Atoms and positions in Å:
N 2.735 -0.857 0.930
C 1.924 -0.069 -0.028
Nb 0.647 1.595 0.833
C -1.387 0.517 0.673
C -2.563 1.418 0.492
O -3.921 0.792 0.706
C -4.030 -0.527 0.581
O -4.014 -1.144 -0.458
H 3.692 -0.941 0.620
H 2.728 -0.433 1.844
H 2.553 0.304 -0.839
H 1.187 -0.746 -0.484
H 0.846 0.865 2.544
H 2.172 2.532 1.229
H 0.524 2.358 -0.862
H -0.112 3.045 1.639
H -1.278 -0.120 -0.211
H -1.471 -0.100 1.571
H -2.572 1.855 -0.505
H -2.559 2.244 1.196
H -4.200 -1.037 1.543
C -0.621 6.824 1.455
C -1.595 6.017 0.622
O -1.408 4.847 0.407
C -2.808 6.757 0.102
H 0.194 6.177 1.771
H -0.224 7.657 0.870
H -1.132 7.234 2.329
H -2.507 7.594 -0.530
H -3.377 7.141 0.950
H -3.421 6.068 -0.476
C -0.581 -3.673 -1.289
C 0.778 -3.805 -1.940
O 1.608 -2.936 -1.832
C 1.026 -5.070 -2.729
H -0.641 -2.728 -0.755
H -1.371 -3.710 -2.042
H -0.737 -4.496 -0.588
H 0.304 -5.139 -3.546
H 0.930 -5.945 -2.087
H 2.030 -5.044 -3.148
C -0.889 -4.148 -8.325
C -0.698 -4.429 -6.851
O -0.011 -5.346 -6.468
C -1.411 -3.505 -5.895
H -0.331 -4.874 -8.910
H -1.947 -4.208 -8.584
H -0.537 -3.143 -8.563
H -2.487 -3.551 -6.069
H -1.075 -2.478 -6.045
H -1.199 -3.805 -4.872
C -4.271 9.528 4.819
C -4.418 8.374 3.855
O -3.881 8.383 2.771
C -5.259 7.210 4.307
H -3.643 10.297 4.376
H -5.251 9.948 5.051
H -3.819 9.182 5.750
H -6.279 7.528 4.515
H -4.834 6.780 5.217
H -5.276 6.454 3.527
C 2.708 -9.253 -0.843
C 2.938 -7.888 -0.227
O 2.088 -7.032 -0.268
C 4.276 -7.660 0.429
H 1.714 -9.292 -1.284
H 3.454 -9.445 -1.617
H 2.797 -10.028 -0.081
H 5.077 -7.788 -0.299
H 4.424 -8.378 1.238
H 4.325 -6.652 0.831
C -10.261 5.165 4.787
C -8.904 5.401 4.166
O -8.300 6.434 4.337
C -8.341 4.283 3.325
H -10.555 6.037 5.365
H -11.002 4.980 4.007
H -10.227 4.291 5.439
H -9.012 4.065 2.492
H -8.237 3.377 3.923
H -7.367 4.568 2.935
C 8.741 -8.346 1.489
C 8.051 -7.248 0.711
O 7.029 -6.741 1.101
C 8.707 -6.819 -0.580
H 8.175 -8.563 2.391
H 8.814 -9.249 0.880
H 9.751 -8.036 1.761
H 8.779 -7.665 -1.266
H 9.716 -6.451 -0.385
H 8.119 -6.029 -1.041
C 5.234 2.231 -2.800
C 4.979 2.665 -1.370
O 4.419 1.953 -0.582
C 5.457 4.051 -0.988
H 4.839 1.228 -2.944
H 4.742 2.915 -3.494
H 6.305 2.236 -3.011
H 4.973 4.801 -1.616
H 6.538 4.130 -1.127
H 5.206 4.237 0.053

Mulliken atomic charge list, values in e, 5 entries: atom 1 (N): -0.59, atom 2 (C): -0.22, atom 3 (Nb): -0.94, atom 4 (C): -0.80, atom 5 (C): -0.12

# 5
Density functional theory data (the ωB97M-V functional and the def2-TZVPD basis) for a molecular structure, C36H37MoNP2S.

Computed properties:
- E_LUMO (alpha / beta): -7.6 / -8.1 eV
- Expectation value of S²: 2.028
- Multiplicity: 3
- Net charge: +2
- HOMO energy (alpha / beta): -13.377 / -13.637 eV
- HOMO-LUMO gap (alpha / beta): 5.76 / 5.49 eV

Atoms and positions in Å:
Mo 0.015 -2.685 3.388
C 1.830 -3.806 4.058
C 2.079 -3.069 2.857
C 2.066 -3.719 1.475
C 0.670 -3.866 0.843
C -0.433 -4.172 1.834
C -0.331 -5.099 2.897
C 0.855 -5.987 3.141
C 1.917 -5.331 4.061
C -0.156 -0.622 3.633
H 2.216 -3.348 4.982
H 2.752 -2.199 2.959
H 2.599 -4.684 1.505
H 2.681 -3.093 0.803
H 0.388 -2.946 0.303
H 0.695 -4.625 0.042
H -1.448 -3.918 1.506
H -1.275 -5.462 3.318
H 1.358 -6.302 2.209
H 0.521 -6.948 3.588
H 1.794 -5.688 5.095
H 2.931 -5.666 3.764
H 0.236 -0.353 4.632
H -1.257 -0.511 3.638
H 0.291 0.015 2.856
P 0.817 2.754 -1.044
P -1.923 1.924 -1.641
C 0.603 1.781 -2.567
C -0.678 1.408 -2.848
C 1.863 4.120 -1.699
C 2.546 4.041 -2.922
C 3.356 5.097 -3.355
C 3.465 6.266 -2.601
C 2.750 6.368 -1.399
C 1.953 5.313 -0.953
C 2.007 1.725 -0.112
C 1.453 0.576 0.478
C 2.296 -0.335 1.092
C 3.656 -0.050 1.268
C 4.203 1.107 0.701
C 3.378 1.998 0.003
C -3.019 2.874 -2.839
C -2.539 4.076 -3.397
C -3.310 4.781 -4.326
C -4.567 4.311 -4.719
C -5.044 3.119 -4.171
C -4.282 2.412 -3.230
C -2.870 0.380 -1.415
C -3.840 0.382 -0.394
C -4.593 -0.763 -0.154
C -4.360 -1.922 -0.912
C -3.397 -1.923 -1.924
C -2.638 -0.777 -2.171
H 1.458 1.502 -3.191
H -0.988 0.852 -3.743
H 2.451 3.157 -3.543
H 3.906 5.004 -4.292
H 4.093 7.089 -2.949
H 2.828 7.286 -0.812
H 1.393 5.396 -0.017
H 0.376 0.388 0.434
H 1.863 -1.271 1.441
H 4.277 -0.732 1.847
H 5.268 1.313 0.795
H 3.799 2.894 -0.452
H -1.553 4.449 -3.110
H -2.925 5.707 -4.754
H -5.166 4.863 -5.448
H -6.013 2.732 -4.478
H -4.673 1.487 -2.808
H -3.992 1.284 0.205
H -5.360 -0.751 0.618
H -4.936 -2.823 -0.717
H -3.224 -2.812 -2.532
H -1.869 -0.792 -2.941
S -1.191 -3.425 5.203
C -0.321 -4.507 6.187
N 0.222 -5.251 6.926

Mulliken atomic charge list, values in e, 5 entries: atom 1 (Mo): 0.20, atom 2 (C): 0.16, atom 3 (C): -0.36, atom 4 (C): -0.82, atom 5 (C): -0.69

Max |F| in eV/Å, matching the order above: 3.057, 4.651, 6.399, 2.389, 3.186
Energy in a.u., matching the order above: -5365.58211, -508.27661, -333.49007, -1967.30725, -2597.07344